Density functional theory data (ωB97M-V/def2-TZVPD) for the molecule C3H7N5.

The geometry in XYZ format:
```
15
Properties=species:S:1:pos:R:3:forces:R:3
C -0.8038 1.3338 1.6727 0.13 0.13 0.01
C 1.0895 -0.9473 -0.8927 -0.06 0.19 -0.23
C -0.7891 0.7944 0.2798 -0.24 -0.67 0.07
N 0.8097 -2.0738 -0.1891 0.13 0.06 0.07
N 0.5434 1.3962 -0.6904 0.36 -0.06 -0.05
N 0.5745 0.2669 -0.1630 -0.71 0.22 -0.20
N 1.7129 -0.8641 -1.9800 -0.14 -0.04 0.23
N -1.8515 0.4732 -0.3658 0.46 0.27 0.07
H 0.0746 -2.0456 0.4977 0.06 -0.01 -0.06
H 1.0089 -2.9539 -0.6356 -0.07 0.07 0.01
H 1.7711 0.1054 -2.2956 0.02 0.00 0.13
H -1.6734 0.1172 -1.3006 0.07 -0.11 0.08
H -1.1375 0.5555 2.3615 0.00 0.02 -0.07
H -1.5105 2.1614 1.7231 0.02 -0.06 -0.02
H 0.1811 1.6805 1.9780 -0.04 -0.01 -0.04
```
Positions in Å, forces in eV/Å.

## Properties
net charge: 0
F_max: 0.015 Eh/bohr
E_tot: -10671.12387 eV
relative energy (zero: lowest compared OMol25 entry of this formula, charge and spin): 89.4 kcal/mol
LUMO level (alpha / beta): -0.59 / -0.59 eV